# C2H8N2O2

A 2-piece molecular cluster, C2H8N2O2 overall (the ωB97M-V functional and the def2-TZVPD basis, OMol25).

The geometry in ORCA input format:
```
! RIJCOSX wB97M-V def2-TZVPD def2/J DEFGRID3
* xyz 0 1
N 0.8057 0.3757 -1.4045
C 1.0056 1.0578 -0.1041
C 1.4028 0.0722 1.0053
N 0.7418 -1.1009 0.9459
O 2.2195 0.3730 1.8489
H 1.6902 0.4071 -1.9070
H 0.1820 0.9614 -1.9473
H 0.1049 1.5590 0.1986
H 1.8077 1.7968 -0.1229
H 0.1965 -1.3444 0.1405
H 0.9885 -1.8581 1.5546
H -3.7767 -0.2008 0.4732
H -3.9362 -1.4605 -0.3584
O -3.4323 -0.6383 -0.3230
*
```

orbital gap: 10.1063 eV
LUMO: 0.70 eV
relative energy (zero: lowest compared OMol25 entry of this formula, charge and spin): 0.543 eV

Mulliken atomic charge list, values in e, 4 entries: atom 1 (N): -0.61, atom 2 (C): -0.31, atom 3 (C): 0.37, atom 4 (N): -0.33

# C2H8N2O2

C2H8N2O2 as an isolated structure (the ωB97M-V functional and the def2-TZVPD basis, OMol25).

The geometry in ORCA input format:
```
! RIJCOSX wB97M-V def2-TZVPD def2/J DEFGRID3
* xyz 0 1
C -0.4597 0.4961 -0.2875
C 2.4381 0.0726 0.2981
N -2.0864 0.2666 0.3401
N -0.1087 -0.6938 0.3051
O 1.4100 -0.3062 -0.5862
O -2.8263 -0.6356 -0.4746
H -3.3501 -0.0428 -1.0341
H -2.0503 -0.1987 1.2480
H -0.4093 -1.4615 -0.2984
H -0.1381 1.3997 0.2215
H -0.6356 0.5563 -1.3598
H 2.1359 0.0989 1.3548
H 2.8026 1.0767 0.0425
H 3.2779 -0.6283 0.2305
*
```

orbital gap: 8.9776 eV
LUMO: 0.45 eV
relative energy (zero: lowest compared OMol25 entry of this formula, charge and spin): 7.369 eV

Mulliken atomic charge list, values in e, 4 entries: atom 1 (C): 0.01, atom 2 (C): -0.59, atom 3 (N): -0.50, atom 4 (N): -0.33

# C2H8N2O2

A 2-piece molecular cluster, C2H8N2O2 overall (the ωB97M-V functional and the def2-TZVPD basis, OMol25).

The geometry in ORCA input format:
```
! RIJCOSX wB97M-V def2-TZVPD def2/J DEFGRID3
* xyz 0 1
O -1.8103 -1.3563 -0.2636
C -0.7282 -1.1803 -0.7831
N 0.4055 -0.8289 -0.1143
C 0.3136 -0.3396 1.2377
N 0.0650 1.0984 1.2396
H -0.5843 -1.3476 -1.8519
H 1.1473 -0.4632 -0.6900
H -0.4911 -0.8770 1.7362
H 1.2406 -0.5528 1.7581
H 0.2280 1.5004 2.1542
H -0.9189 1.2567 1.0257
H 0.9403 2.5862 -1.7105
H 1.1124 1.8896 -0.3641
O 1.3186 1.7919 -1.3129
*
```

orbital gap: 10.6946 eV
LUMO: 0.81 eV
relative energy (zero: lowest compared OMol25 entry of this formula, charge and spin): 0.568 eV

Mulliken atomic charge list, values in e, 4 entries: atom 1 (O): -0.56, atom 2 (C): 0.07, atom 3 (N): -0.22, atom 4 (C): -0.52